{
  "formula": "C4H10O",
  "method": "wB97M-V/def2-TZVPD",
  "symbols": ["C", "C", "C", "C", "O", "H", "H", "H", "H", "H", "H", "H", "H", "H", "H"],
  "positions_angstrom": [[1.881, 0.098, 0.328], [0.892, -0.752, -0.476], [-0.173, -0.064, -1.291], [-1.983, 0.014, 0.674], [-1.072, 0.916, 0.033], [1.357, 0.679, 1.096], [2.396, 0.809, -0.329], [2.642, -0.514, 0.828], [1.433, -1.302, -1.267], [0.461, -1.541, 0.158], [0.314, 0.862, -1.670], [-2.373, -0.688, -0.067], [-1.410, -0.526, 1.429], [-2.782, 0.581, 1.161], [-1.583, 1.429, -0.609]],
  "forces_ev_per_angstrom": [[0.01, 0.11, 0.01], [-0.10, -0.09, 0.03], [0.33, 0.14, 0.09], [-0.09, -0.16, 0.18], [-0.05, 0.10, -0.25], [0.09, -0.09, -0.11], [-0.08, -0.10, 0.11], [-0.14, 0.07, -0.08], [-0.08, 0.06, 0.07], [0.05, 0.11, -0.12], [-0.10, -0.15, 0.03], [0.03, 0.09, 0.12], [-0.09, 0.07, -0.10], [0.12, -0.09, -0.07], [0.11, -0.06, 0.09]],
  "total_charge": 0,
  "gap_ev": 8.3,
  "de_lowest_kj_mol": 417.2,
  "lumo_ev": 0.7,
  "spin_multiplicity": 1,
  "total_energy_ev": -6353.4793,
  "homo_energy_ev": -7.556
}